78
Properties=species:S:1:pos:R:3:mulliken_charge:R:1 method="wB97M-V/def2-TZVPD" e_homo_ev=-9.35 homo_lumo_gap_ev=9.52 largest_force_ev_per_a=3.92 energy_ev=-54550.6965
O -1.9178 3.6159 -0.2345 -0.6681
H -1.1073 3.6716 0.2709 0.2675
H -1.5998 3.5375 -1.1192 0.3922
O 0.4249 3.0438 1.4656 -0.6097
H 1.0065 2.2840 1.4269 0.1856
H 0.3492 3.2823 2.4001 0.2857
O -1.3702 -3.5504 0.7794 -0.6655
H -0.4513 -3.4163 0.5719 0.2941
H -1.8817 -2.9299 0.2741 0.3150
O 2.4666 -0.2612 -1.8433 -0.5674
H 3.4000 -0.4853 -1.7220 0.2454
H 2.0593 -0.2492 -0.9451 0.1632
C -4.4339 0.2337 0.1141 0.5594
O -3.6018 -0.3820 -0.5675 -0.7093
N -5.6473 -0.3898 0.4597 -0.4594
N -4.2330 1.5258 0.5245 -0.2500
H -6.4246 0.0912 0.8552 0.1768
H -5.6348 -1.3720 0.6503 0.2220
H -5.0199 2.0146 0.8997 0.2002
H -3.4829 2.1105 0.1280 0.2056
C -3.6439 -1.6928 3.6404 0.5500
O -4.0639 -0.8122 4.3732 -0.6355
N -2.3048 -2.0952 3.5730 -0.3779
N -4.5454 -2.3914 2.7110 -0.4130
H -1.5385 -1.5881 4.0005 0.2008
H -2.0330 -2.6037 2.7355 0.2681
H -4.1959 -3.2465 2.3154 0.2070
H -5.4314 -2.5113 3.1816 0.2606
C 1.6302 -0.3471 -5.3939 0.5060
O 1.1521 -0.2815 -6.5772 -0.6906
N 0.8853 -0.6016 -4.2713 -0.0032
N 2.9807 -0.0060 -5.1701 -0.3793
H 1.2534 -0.5472 -3.3399 0.0827
H -0.0658 -0.9198 -4.3871 0.0602
H 3.2339 0.4444 -4.3067 0.1907
H 3.5289 0.2416 -5.9873 0.2239
C 3.7015 -3.6412 1.8870 0.4170
O 4.3334 -3.4952 2.8805 -0.5524
N 3.6410 -4.8459 1.0659 -0.4286
N 2.8245 -2.5747 1.3664 -0.2265
H 3.0030 -4.7710 0.2950 0.1935
H 3.7867 -5.7408 1.4718 0.2327
H 2.6192 -2.4822 0.4013 0.2324
H 2.9194 -1.6911 1.8415 0.0985
C 1.7896 0.0184 4.0183 0.4658
O 0.6765 -0.3097 3.6438 -0.5115
N 2.2171 -0.1020 5.4305 -0.5588
N 2.8575 0.4045 3.1412 -0.2693
H 3.1975 -0.1946 5.6768 0.2187
H 1.6532 -0.8079 5.8923 0.2488
H 2.6729 0.5340 2.1267 0.0065
H 3.7321 0.8325 3.4320 0.1976
C -0.2165 -0.0622 0.2672 0.2472
O 1.0358 0.0010 0.5295 -0.1141
N -0.6142 -0.5057 -1.0063 0.0702
N -1.1972 0.1243 1.2419 0.2016
H -0.0106 -0.4471 -1.8135 -0.0283
H -1.6050 -0.3845 -1.2050 0.1662
H -0.8500 -0.0172 2.1800 0.0813
H -2.1618 0.1143 0.9793 -0.0200
C 0.5248 2.7438 -2.6195 -0.5050
O -0.6753 3.5258 -2.6915 -0.6309
H 0.4175 1.8904 -1.9281 0.2230
H 0.8030 2.3143 -3.5715 0.3766
H 1.3456 3.3689 -2.2925 0.2615
H -1.3234 3.0434 -3.2109 0.2464
C 4.0089 2.8861 -0.2167 -0.2595
O 5.0932 3.1661 0.6073 -0.5644
H 4.3557 2.7448 -1.2359 0.2801
H 3.6326 1.9351 0.1701 -0.0318
H 3.3227 3.7232 -0.1182 0.2654
H 5.5776 3.9524 0.3203 0.2858
C -2.7903 0.6110 -3.3679 -0.1865
O -2.2091 -0.6800 -3.5667 -0.4679
H -3.7617 0.6131 -3.8454 0.4534
H -2.9400 0.6706 -2.3006 -0.0039
H -2.2030 1.4118 -3.8207 -0.0206
H -2.9270 -1.2933 -3.5413 0.2758

14
Properties=species:S:1:pos:R:3:mulliken_charge:R:1 method="wB97M-V/def2-TZVPD" e_homo_ev="-10.15 / -9.66" homo_lumo_gap_ev="11.17 / 8.27" multiplicity=2 relative_energy_kj_mol=119.7 largest_force_ev_per_a=5.22 energy_ev=-6337.7939
C -1.1211 0.5116 -0.1757 -0.3301
O -2.2838 0.0202 0.1988 -0.4015
C -0.2531 -0.6999 -0.3821 -0.5992
C 1.3389 -0.4449 -0.3652 -0.4799
C 1.8748 0.5269 0.7166 -1.2253
H -0.9614 1.1905 -1.0424 0.2822
H -0.8204 1.3692 0.4644 0.2973
H -0.4797 -0.9845 -1.3916 0.2989
H -0.4068 -1.5588 0.1517 0.4617
H 1.6932 -0.3991 -1.4115 0.3638
H 1.7811 -1.4404 -0.1332 0.2579
H 1.8462 0.1254 1.6646 0.3709
H 1.5995 1.5581 0.7843 0.3718
H 2.9811 0.6156 0.5613 0.3316

Copy entry 2 word for word.
14
Properties=species:S:1:pos:R:3:mulliken_charge:R:1 method="wB97M-V/def2-TZVPD" e_homo_ev="-10.15 / -9.66" homo_lumo_gap_ev="11.17 / 8.27" multiplicity=2 relative_energy_kj_mol=119.7 largest_force_ev_per_a=5.22 energy_ev=-6337.7939
C -1.1211 0.5116 -0.1757 -0.3301
O -2.2838 0.0202 0.1988 -0.4015
C -0.2531 -0.6999 -0.3821 -0.5992
C 1.3389 -0.4449 -0.3652 -0.4799
C 1.8748 0.5269 0.7166 -1.2253
H -0.9614 1.1905 -1.0424 0.2822
H -0.8204 1.3692 0.4644 0.2973
H -0.4797 -0.9845 -1.3916 0.2989
H -0.4068 -1.5588 0.1517 0.4617
H 1.6932 -0.3991 -1.4115 0.3638
H 1.7811 -1.4404 -0.1332 0.2579
H 1.8462 0.1254 1.6646 0.3709
H 1.5995 1.5581 0.7843 0.3718
H 2.9811 0.6156 0.5613 0.3316